[1]
Formula: C31H22F6N2O8S3W
Source: OMol25
Level of theory: wB97M-V/def2-TZVPD

Geometry as XYZ:
```
73
Properties=species:S:1:pos:R:3:mulliken_charge:R:1
W 0.377 0.142 -0.226 0.561
C -0.184 4.138 -2.147 -1.054
C -1.520 4.437 -1.902 -0.775
C -2.306 3.517 -1.241 -0.504
C -1.771 2.290 -0.837 1.634
C -0.436 1.936 -1.117 0.078
C 0.338 2.914 -1.763 -0.193
C -2.533 1.295 -0.135 -0.225
C -3.897 1.288 0.152 -0.590
C -4.532 0.140 0.559 -1.722
C -3.814 -1.087 0.618 1.305
C -4.362 -2.362 0.733 -1.021
C -3.518 -3.501 0.540 -0.644
C -2.188 -3.434 0.302 -1.101
C -1.469 -2.112 0.333 1.260
C -2.410 -0.954 0.436 -0.186
N -1.817 0.178 0.111 0.830
H 0.460 4.863 -2.633 0.432
H -1.937 5.391 -2.209 0.355
H -3.342 3.750 -1.020 0.268
H 1.377 2.729 -1.968 0.243
H -4.462 2.204 0.024 0.384
H -5.603 0.134 0.728 0.356
H -5.430 -2.485 0.866 0.313
H -3.984 -4.482 0.583 0.371
H -1.591 -4.330 0.238 0.374
H -0.827 -2.130 1.222 0.249
F 0.694 -3.637 3.761 -0.221
C 1.935 -3.328 3.366 0.409
F 2.683 -4.428 3.492 -0.234
F 2.411 -2.409 4.212 -0.223
S 1.899 -2.728 1.633 1.252
O 1.060 -1.512 1.780 -0.793
O 1.259 -3.833 0.954 -0.731
N 3.434 -2.520 1.486 -0.844
S 3.737 -1.728 0.055 1.308
O 4.719 -2.505 -0.641 -0.803
O 2.355 -1.649 -0.462 -0.168
C 4.712 -0.440 1.160 0.738
F 5.816 -1.146 1.472 -0.266
F 5.129 0.713 0.667 -0.191
F 4.074 -0.177 2.294 -0.200
C 0.117 1.075 1.804 -2.074
C 0.069 2.571 1.879 0.608
C -1.130 3.250 2.105 -0.275
C -1.174 4.636 2.173 -0.762
C -0.010 5.382 2.056 -0.485
C 1.195 4.720 1.846 -0.781
C 1.233 3.337 1.757 -0.103
H -0.719 0.650 2.352 0.692
H 1.050 0.738 2.250 0.744
H -2.044 2.675 2.216 0.438
H -2.126 5.135 2.318 0.367
H -0.041 6.463 2.120 0.348
H 2.115 5.285 1.745 0.384
H 2.172 2.831 1.573 0.398
O 4.071 -0.111 -1.375 -0.733
S 2.997 0.905 -1.177 1.329
O 1.718 0.501 -1.906 -0.615
O 2.504 0.854 0.253 -1.093
O 3.441 2.211 -1.584 -0.763
C -0.475 -1.615 -0.736 0.498
C -0.164 -2.370 -1.946 0.694
C -0.084 -3.765 -2.005 0.050
C 0.075 -4.420 -3.216 -1.141
C 0.166 -3.708 -4.402 -0.391
C 0.127 -2.319 -4.360 -1.022
C -0.034 -1.662 -3.154 -0.153
H -0.080 -4.328 -1.085 0.298
H 0.129 -5.503 -3.232 0.384
H 0.270 -4.226 -5.348 0.368
H 0.199 -1.748 -5.277 0.411
H -0.101 -0.585 -3.120 0.348
```

Electronic energy = -3766.76107 Ha
Net charge = -2

[2]
Formula: C30H22ClNO4
Source: OMol25
Level of theory: wB97M-V/def2-TZVPD

Geometry as XYZ:
```
58
Properties=species:S:1:pos:R:3:mulliken_charge:R:1
Cl -5.251 -0.055 -0.241 -0.180
C -4.188 0.498 0.984 0.128
C -4.607 0.554 2.313 -0.377
C -3.641 0.852 3.275 -0.577
C -2.330 1.067 2.919 -0.069
N -1.953 1.104 1.596 0.555
C -0.618 1.296 1.278 -1.079
C -0.280 1.990 0.075 0.720
C 0.829 3.027 0.088 0.303
C 1.340 3.441 -1.153 -0.163
C 2.209 4.529 -1.251 -0.746
C 2.599 5.211 -0.094 -0.307
C 2.174 4.747 1.163 -0.799
C 1.306 3.653 1.251 -0.247
O -0.850 1.749 -1.017 -0.778
C -2.903 0.854 0.615 -0.771
H -5.633 0.319 2.568 0.449
H -3.885 0.876 4.330 0.385
H -1.523 1.182 3.644 0.363
H 0.078 1.277 2.119 0.548
H 1.032 2.904 -2.051 0.390
H 2.575 4.834 -2.230 0.380
H 3.244 6.090 -0.169 0.372
H 2.524 5.249 2.067 0.375
H 0.990 3.276 2.223 0.309
H -2.579 0.849 -0.413 0.815
C 5.994 -0.514 -1.865 -0.775
O 5.611 -1.030 -0.568 -0.471
C 4.290 -1.012 -0.257 0.906
C 3.300 -0.413 -1.081 -0.964
C 1.985 -0.420 -0.652 -0.162
C 1.613 -1.055 0.552 0.254
C 0.225 -1.207 0.947 -0.279
C -0.723 -1.773 0.151 0.496
C -2.044 -2.205 0.691 -0.615
O -2.452 -2.077 1.845 -0.715
C -2.753 -2.821 -0.460 0.343
C -1.919 -2.832 -1.588 -0.430
C -2.317 -3.440 -2.769 -0.319
C -3.600 -3.995 -2.831 -0.507
C -4.470 -3.915 -1.718 -0.559
C -4.033 -3.366 -0.506 -0.208
C -0.637 -2.144 -1.299 0.985
O 0.231 -1.924 -2.140 -0.685
C 2.624 -1.603 1.376 -0.512
C 3.933 -1.624 0.970 -0.772
H 7.040 -0.804 -1.976 0.244
H 5.382 -0.953 -2.668 0.313
H 5.896 0.582 -1.879 0.319
H 3.567 0.036 -2.044 0.302
H 1.222 0.066 -1.259 0.707
H 0.014 -1.137 2.017 0.511
H -1.615 -3.474 -3.598 0.496
H -3.929 -4.502 -3.744 0.379
H -5.485 -4.307 -1.801 0.391
H -4.654 -3.353 0.393 0.496
H 2.328 -2.058 2.321 0.413
H 4.716 -2.102 1.553 0.421
```

Electronic energy = -1972.24126 Ha

[3]
Formula: C9H16F2O
Source: OMol25
Level of theory: wB97M-V/def2-TZVPD

Geometry as XYZ:
```
28
Properties=species:S:1:pos:R:3:mulliken_charge:R:1
C 3.213 0.267 0.039 -0.797
C 2.436 0.527 1.054 -0.282
C 1.464 -0.487 1.514 0.706
F 1.366 -0.526 2.833 -0.345
F 1.929 -1.669 1.143 -0.336
C -0.033 -0.221 0.958 1.411
C -0.630 0.817 2.016 -1.691
O -0.665 -1.464 1.043 -0.644
C -0.123 0.419 -0.397 -1.160
C -1.470 -0.020 -1.091 0.653
C -1.933 0.926 -2.127 -1.486
C -1.269 -1.413 -1.659 -1.128
H 4.000 0.876 -0.308 0.311
H 3.219 -0.662 -0.469 0.269
H 2.491 1.573 1.558 0.244
H -1.287 0.254 2.698 0.350
H -1.278 1.576 1.569 0.378
H 0.157 1.437 2.532 0.385
H -0.033 -2.145 1.262 0.372
H 0.668 -0.088 -1.020 0.291
H -0.056 1.575 -0.486 0.271
H -2.229 0.072 -0.338 0.342
H -1.457 0.911 -3.110 0.308
H -3.017 0.688 -2.461 0.319
H -1.837 1.959 -1.618 0.362
H -0.734 -1.285 -2.688 0.303
H -0.629 -1.902 -0.869 0.261
H -2.264 -1.995 -1.576 0.330
```

Electronic energy = -627.41398 Ha